[1]
A cluster of 2 separate species, C5H7ClN2OS in total, computed with ωB97M-V/def2-TZVPD.

Output
LUMO energy in Ha: 0.015
Energy relative to the best compared isomer or geometry (same formula, charge and spin) in kcal/mol: 0.0
E_tot in Ha: -1237.8547

Geometry as XYZ:
```
17
Properties=species:S:1:pos:R:3:nbo_charge:R:1
C -1.9885 1.7586 0.4043 -0.74
S -1.1917 0.5231 1.4784 0.22
C 0.1833 0.0685 0.4924 0.32
N -0.0088 0.1319 -0.8218 -0.56
C 1.0108 -0.1964 -1.6605 0.07
C 2.1896 -0.6328 -1.2174 -0.37
C 2.4449 -0.6421 0.2438 0.63
O 3.4642 -0.9901 0.7914 -0.59
N 1.3502 -0.2167 1.0466 -0.59
H -1.6559 1.4915 -0.5885 0.28
H -1.8865 2.6944 0.9202 0.23
H -3.0839 1.5688 0.3988 0.23
H 0.7651 -0.2913 -2.6788 0.20
H 2.9729 -0.7733 -1.8783 0.23
H 1.4285 -0.1732 2.0287 0.43
Cl -2.8869 -2.4124 -0.0388 -0.26
H -3.1074 -1.9085 1.0796 0.26
```

[2]
A structure of composition C45H39Cl2N7OSTa, computed with ωB97M-V/def2-TZVPD.

Output
LUMO energy in Ha: -0.112
Energy relative to the best compared isomer or geometry (same formula, charge and spin) in kcal/mol: 5.7
Net charge: +1
E_tot in Ha: -3572.2631

Geometry as XYZ:
```
96
Properties=species:S:1:pos:R:3:mulliken_charge:R:1
Ta -0.1039 0.0955 0.4029 0.59
C -4.4453 1.4667 -4.3653 -1.71
C -3.8667 1.3538 -2.9833 0.67
C -4.4053 0.4885 -2.0349 -1.54
C -3.8371 0.3465 -0.7852 -0.53
C -2.7081 1.0791 -0.3974 -0.09
N -2.0140 0.8614 0.8289 1.03
C -2.7030 0.9445 2.0355 1.79
C -4.1040 0.9571 2.1565 -0.93
C -4.7415 0.8561 3.3763 -1.39
C -4.0258 0.7199 4.5600 0.21
C -4.7044 0.5198 5.8870 -1.53
C -2.6497 0.8132 4.4699 -0.65
C -1.9993 1.0064 3.2529 -0.52
N -0.6288 1.3962 3.3110 0.12
C -0.0819 2.0339 4.3673 -0.19
C 1.2222 2.3369 4.0580 -1.61
C 1.3871 1.8616 2.7663 -0.41
N 0.2640 1.3132 2.3016 0.23
C -2.2058 1.9848 -1.3464 0.10
C -2.7569 2.0950 -2.6181 -0.54
N -1.1097 2.8334 -1.0435 0.25
C -0.9445 4.1136 -1.4412 -0.10
C 0.2498 4.5535 -0.9214 -1.68
C 0.7451 3.4588 -0.2060 -0.27
N -0.0824 2.4256 -0.2877 0.51
H -5.2287 0.7281 -4.5253 0.39
H -4.8775 2.4553 -4.5286 0.34
H -3.6745 1.3150 -5.1225 0.36
H -5.2666 -0.1150 -2.2955 0.35
H -4.2442 -0.3860 -0.1048 0.86
H -4.7138 1.0510 1.2734 0.71
H -5.8245 0.8553 3.4010 0.36
H -5.7730 0.3569 5.7575 0.38
H -4.2947 -0.3438 6.4123 0.37
H -4.5766 1.3902 6.5330 0.31
H -2.0651 0.7344 5.3776 0.63
H -0.6617 2.2674 5.2399 0.58
H 1.9429 2.8435 4.6738 0.49
H 2.2702 1.8894 2.1567 0.50
H -2.2845 2.7490 -3.3414 0.61
H -1.6972 4.6145 -2.0239 0.58
H 0.6844 5.5321 -1.0200 0.48
H 1.6463 3.3841 0.3783 0.39
S -0.2412 -0.6571 -4.2574 -0.29
C 0.8735 0.6177 -4.0053 -0.88
C 1.0525 0.8806 -2.6822 -1.04
C 0.2979 0.0481 -1.7966 -0.21
C -0.4667 -0.8115 -2.5590 0.70
C -1.4338 -1.6815 -1.9193 0.80
C -2.1812 -2.6874 -2.5281 -0.89
C -3.0162 -3.4607 -1.7507 -1.00
C -3.0839 -3.2260 -0.3816 -1.09
C -2.3224 -2.2088 0.1489 -0.65
N -1.5339 -1.4349 -0.6086 0.93
H 1.3393 1.1061 -4.8469 0.51
H 1.6891 1.6946 -2.3597 0.50
H -2.0821 -2.8606 -3.5912 0.54
H -3.6016 -4.2521 -2.2001 0.49
H -3.7116 -3.8227 0.2644 0.56
H -2.3410 -1.9790 1.2065 0.33
C 6.4944 -1.5923 -3.9700 -1.50
C 5.6471 -0.9245 -2.9297 0.61
C 5.6186 0.4624 -2.8100 -1.02
C 4.8412 1.0929 -1.8553 0.86
C 4.8600 2.5986 -1.7775 -1.71
C 4.0227 0.2948 -1.0223 0.84
C 3.1374 1.0063 -0.1410 -1.32
O 2.0230 0.6978 0.2851 0.18
C 4.0761 -1.1122 -1.0929 0.98
C 3.3381 -1.9573 -0.1071 -0.53
C 4.8900 -1.6914 -2.0471 -1.14
H 7.0815 -0.8700 -4.5336 0.37
H 5.8668 -2.1459 -4.6707 0.33
H 7.1765 -2.3084 -3.5102 0.37
H 6.2283 1.0645 -3.4730 0.32
H 5.5884 2.9969 -2.4805 0.41
H 5.1417 2.9492 -0.7827 0.41
H 3.8918 3.0415 -2.0238 0.27
H 3.5131 1.9863 0.1913 0.31
H 3.5904 -3.0072 -0.2327 0.49
H 2.2657 -1.8371 -0.2343 -0.57
H 3.5829 -1.6655 0.9170 0.33
H 4.9478 -2.7726 -2.1001 0.43
Cl 0.4392 -3.9407 -0.4580 -0.10
C 0.7539 -3.8393 1.2442 0.92
C 1.0740 -5.0038 1.9166 -0.69
C 1.3258 -4.9698 3.2753 -0.55
C 1.2576 -3.7677 3.9591 -0.60
C 0.9369 -2.6103 3.2783 0.79
Cl 0.8735 -1.1248 4.1540 -0.19
C 0.6716 -2.5829 1.8921 -0.85
N 0.3456 -1.4377 1.2323 1.37
H 1.1208 -5.9329 1.3655 0.48
H 1.5765 -5.8801 3.8022 0.39
H 1.4531 -3.7178 5.0209 0.49
```

[3]
The ion C3H8N5O with charge +1, computed with ωB97M-V/def2-TZVPD.

Output
LUMO energy in Ha: -0.164
Energy relative to the best compared isomer or geometry (same formula, charge and spin) in kcal/mol: 28.5
Net charge: +1
E_tot in Ha: -467.7685

Geometry as XYZ:
```
17
Properties=species:S:1:pos:R:3:nbo_charge:R:1
H 0.8834 -2.3990 0.1559 0.39
N 1.0246 -1.3818 0.2404 -0.59
C 2.1474 -0.7758 0.1166 0.04
C 2.1360 0.6749 0.1821 0.04
N 1.2481 1.5412 0.2406 -0.20
N -0.0605 1.1389 0.3761 -0.44
C -0.5974 0.3264 -0.5561 0.84
O -0.1254 0.0231 -1.7390 -0.63
N -1.7240 -0.3486 -0.1876 -0.41
N -2.5636 0.2266 0.8670 -0.68
H 3.0299 -1.3400 -0.0502 0.21
H 3.0156 1.2286 0.1768 0.23
H -0.6268 1.5833 1.0659 0.46
H 0.7317 0.3659 -2.1385 0.56
H -2.2999 -0.7014 -0.9138 0.40
H -2.6308 -0.4873 1.6915 0.40
H -3.5882 0.3249 0.4721 0.40
```

How do the records compare in HOMO energy? In the order shown, they have -8.82; -9.75; -13.72 eV.